(1)
ORCA calculation (ωB97M-V/def2-TZVPD) on a cluster of 4 separate species, C27H46F3N2O10 in total at a distorted geometry.

Results
charge	-1

Geometry as XYZ:
```
88
Properties=species:S:1:pos:R:3:forces:R:3:mulliken_charge:R:1
C 0.89785 -3.24401 2.95770 -1.102 -0.061 0.136 0.500
C -0.19848 -3.98386 3.94135 0.193 -0.209 -0.434 -0.619
C -1.67676 -4.05301 3.22237 -0.465 0.296 0.986 0.049
C -2.50935 -2.67250 3.61422 0.269 -0.439 -0.411 -0.635
C -3.65138 -2.29146 2.45314 1.145 1.021 1.228 -0.668
C -2.82212 -1.81200 1.12268 -0.767 0.998 0.011 0.794
C -3.27408 -2.53408 -0.27792 -0.633 -0.313 0.236 -0.753
C -2.22020 -3.64602 -0.86089 0.112 -0.008 -1.119 -0.794
C -0.64783 -3.18259 -0.86389 0.104 -0.980 -0.225 0.413
C -0.31660 -1.84700 -1.75541 0.929 -0.361 0.194 -0.680
C 0.03989 -0.50171 -0.86651 -1.576 1.165 -1.440 0.567
N 0.12205 0.65435 -1.85303 2.310 -0.730 1.620 -0.449
C 1.54998 1.08914 -2.09715 -1.414 0.455 0.206 -0.333
C 1.63559 2.74261 -1.87180 -0.418 -0.647 -0.093 -0.072
C 0.77259 3.58973 -2.99095 0.539 -0.512 -0.483 -0.646
C 0.45678 5.14631 -2.57246 -0.008 -0.224 -1.327 -0.765
N 0.19298 5.36686 -1.09645 -1.512 0.149 -0.810 0.165
C 0.30819 6.83615 -0.73693 -0.408 0.919 1.023 -0.760
C -1.17200 4.79332 -0.70279 -4.508 -0.101 -1.612 0.406
C -1.19543 3.74833 0.60176 0.406 0.425 -0.501 -0.574
O -2.30926 5.04900 -1.35835 6.740 -1.175 3.462 -0.564
H 1.17093 -4.00704 2.10918 -0.387 1.690 1.532 0.002
H 1.85836 -2.91403 3.54303 -2.124 -0.632 -1.313 -0.125
H 0.34209 -2.31465 2.47375 1.336 -1.817 0.913 -0.320
H -0.29497 -3.36191 4.93078 0.118 -1.284 -1.780 0.258
H 0.17010 -5.08513 4.21298 -0.698 2.412 -0.520 0.217
H -2.27347 -4.98476 3.66210 1.207 1.933 -1.027 0.347
H -1.63605 -4.15874 2.05753 0.186 0.169 2.174 -0.152
H -1.69981 -1.80084 3.71421 -1.909 -1.684 -0.422 0.135
H -2.97488 -2.80848 4.67910 0.729 0.220 -1.959 0.354
H -4.41369 -3.16262 2.27972 1.532 1.586 0.290 0.284
H -4.21313 -1.33563 2.89442 0.891 -2.218 -1.035 0.277
H -3.05478 -0.64963 0.98684 0.673 -2.516 0.311 0.349
H -1.68185 -1.88150 1.37606 -2.183 0.017 -0.849 -0.807
H -3.55170 -1.69573 -1.08127 1.015 -1.920 1.656 0.251
H -4.30538 -3.10103 -0.07676 2.123 1.182 -0.390 0.342
H -2.51696 -3.82129 -2.00331 0.587 0.330 2.364 0.411
H -2.32575 -4.72234 -0.35581 0.111 2.426 -0.742 0.238
H -0.03520 -4.08550 -1.34520 -1.331 1.706 1.095 0.373
H -0.26068 -3.10267 0.25380 -0.745 0.069 -2.325 -0.570
H 0.66633 -2.07428 -2.39340 -2.087 0.475 1.276 0.162
H -1.17038 -1.61226 -2.55540 1.764 -0.369 1.983 0.195
H -0.89282 -0.26492 -0.16966 1.745 -0.778 -1.097 -0.431
H 0.97476 -0.61453 -0.17108 -1.368 -0.213 -1.196 -0.200
H 1.84845 0.79422 -3.20453 0.054 0.819 1.808 0.196
H 2.33545 0.63929 -1.33545 -1.236 0.634 -1.364 0.032
H 2.77138 3.03627 -1.92447 -2.007 -0.090 0.232 0.285
H 1.15997 2.92177 -0.79476 1.280 -0.320 -2.341 -0.153
H 1.45790 3.64021 -3.96285 -1.467 0.009 1.891 0.344
H -0.19664 2.98453 -3.32862 1.999 1.321 1.173 0.186
H -0.45770 5.54487 -3.21826 1.725 -0.715 1.212 0.210
H 1.38869 5.79322 -2.87105 -1.728 -1.198 0.812 0.476
H 0.94123 7.46881 -1.52698 -1.478 -1.669 1.669 0.285
H 0.85066 6.92626 0.31942 -1.140 -0.111 -2.235 0.231
H -0.77660 7.31628 -0.62504 2.333 -0.771 -0.370 0.259
H -2.25007 3.76408 1.15801 2.412 0.164 -1.405 0.341
H -0.95572 2.63490 0.24977 -0.488 2.386 0.301 -0.062
H -0.30608 4.06116 1.30105 -1.838 -0.554 -1.230 0.224
C -3.56091 5.47152 -5.12051 -0.442 -0.689 1.202 -0.331
C -2.26271 5.50798 -5.85197 0.546 -0.822 -0.120 0.607
O -2.54462 6.29856 -6.98439 -0.502 0.741 0.441 -0.337
C -3.53245 7.14853 -6.58638 -1.105 2.364 -1.249 0.609
O -3.85155 8.15830 -7.19169 0.660 -2.272 1.315 -0.555
O -4.11767 6.73554 -5.42086 0.429 0.711 -1.071 -0.310
F -1.91108 4.27210 -6.27223 0.232 -0.052 -0.053 -0.300
H -4.23011 4.68455 -5.48417 0.277 -0.005 -0.125 0.271
H -3.42753 5.34805 -4.04238 -0.047 0.172 -0.112 0.190
H -1.44043 5.95711 -5.28482 0.015 -0.188 -0.110 0.192
C 3.51439 -0.19008 3.99879 0.431 -0.410 1.097 -0.235
C 3.90967 0.42311 2.69901 0.291 -0.231 -0.717 0.314
O 2.71451 0.41070 1.95180 -0.204 0.347 0.915 -0.186
C 1.71742 0.49775 2.87642 -3.475 0.634 -0.875 0.571
O 0.56271 0.78897 2.61239 2.891 -0.764 0.833 -0.490
O 2.17084 0.22631 4.13824 -0.333 0.301 -0.652 -0.320
F 4.81949 -0.34590 2.05987 0.348 0.036 -0.162 -0.289
H 3.55517 -1.28434 3.98077 0.119 0.100 -0.255 0.058
H 4.12485 0.17003 4.83129 -0.253 0.035 -0.043 0.289
H 4.28148 1.44996 2.78180 0.107 -0.116 -0.147 0.253
C 3.90255 -7.46061 2.02701 0.005 -1.244 0.239 -0.448
C 4.41547 -6.43875 1.07076 -0.142 0.160 -0.904 0.294
O 3.79113 -5.24816 1.49451 0.287 -0.330 0.898 -0.217
C 3.59698 -5.40693 2.83383 -0.843 2.422 2.187 0.629
O 3.33626 -4.49471 3.60048 1.092 -2.580 -1.733 -0.515
O 3.73776 -6.71312 3.21530 -0.030 0.942 -0.082 -0.305
F 4.00645 -6.70900 -0.18913 0.169 -0.004 -0.230 -0.284
H 2.93635 -7.87750 1.72360 0.127 0.179 -0.208 0.286
H 4.60814 -8.28248 2.17552 -0.097 0.190 0.165 0.260
H 5.50308 -6.31140 1.09061 -0.095 0.014 -0.184 0.280
```
Forces are in eV/Å.



(2)
ORCA calculation (ωB97M-V/def2-TZVPD) on a cluster of 2 separate species, C27H46F4N8O7S5 in total at a distorted geometry.

Results
charge	0

Geometry as XYZ:
```
97
Properties=species:S:1:pos:R:3:forces:R:3:mulliken_charge:R:1
C 8.52326 -0.42376 -0.77732 -1.443 -0.216 -0.861 -1.194
C 7.02841 -0.93597 -0.47418 -1.319 -0.224 0.614 0.781
C 6.74040 -2.45867 -0.55291 -4.551 2.490 1.166 -0.736
C 5.24818 -2.88656 -0.29779 1.294 3.673 0.070 -0.577
C 4.15907 -1.79386 0.01619 2.754 0.682 -0.372 -0.065
C 4.48536 -0.29721 0.13528 2.816 -2.301 -0.872 0.332
C 3.43437 0.87609 0.47562 1.993 0.790 -0.752 -0.418
N 2.03620 0.57317 0.12154 0.362 2.562 -1.097 0.558
C 1.29069 1.43918 -0.77657 -2.424 -3.388 2.113 -0.141
N 1.57002 2.56426 -1.41728 -0.147 -0.739 0.232 0.015
C 0.60345 3.33948 -2.28014 -0.972 0.899 0.148 -0.987
C 0.60687 4.90331 -1.81161 -0.709 1.420 -0.707 0.542
N 1.96893 5.50653 -1.77632 -0.359 -1.162 0.560 -0.624
N -0.16253 5.69032 -2.84548 0.391 -1.184 0.646 -0.711
N -0.10949 5.10532 -0.50986 1.107 -0.027 0.008 -0.464
N -0.07452 0.82364 -0.83106 2.695 2.567 -0.072 -0.125
C -0.11632 -0.33143 0.16235 0.569 -0.556 -0.812 0.106
C 0.37157 -1.51800 -0.85225 0.541 -0.834 0.332 -1.046
C -0.76098 -2.07003 -1.82902 0.038 -1.567 -0.895 -0.456
F -1.83100 -1.16258 -2.15677 1.452 -0.280 0.534 -0.395
C -1.49276 -0.68934 0.88793 -0.872 0.758 0.008 -0.674
C -1.70273 -2.20325 1.34246 -1.575 -0.666 -0.241 -0.385
C -3.31999 -2.41946 1.45594 0.763 0.341 1.395 -0.549
S -4.16620 -2.51523 -0.19072 -0.710 0.817 0.325 -0.093
C -5.87414 -1.75897 -0.05135 -1.538 -1.326 0.752 -0.238
S -7.15058 -2.87019 -0.12739 2.050 1.843 -0.167 -0.118
N -6.11910 -0.31287 0.14086 -1.009 -0.153 0.162 0.103
C -6.80604 -0.05459 1.46374 0.146 -0.169 1.293 -0.341
C -7.20530 1.48676 1.68149 0.171 0.960 0.579 -0.458
O -6.78358 2.34811 0.58326 -1.058 -1.842 -0.250 -0.416
C -7.46819 1.79720 -0.57776 -0.431 0.339 0.100 -0.398
C -7.05101 0.24570 -0.87909 -0.964 1.096 -1.933 -0.501
C 1.01862 0.28034 1.16614 -0.330 0.552 -0.759 0.320
C 0.80018 1.66589 1.92541 -0.756 0.875 1.978 -0.921
C -0.61634 2.39212 1.83947 -1.056 0.862 0.766 -0.368
C -1.40192 2.37309 3.26085 0.377 1.044 -1.308 -0.490
F -2.75206 2.85203 2.96830 1.995 -1.033 0.652 -0.339
S 1.36523 -0.91467 2.54915 -1.017 -6.210 4.194 1.622
C 2.93205 -0.51115 3.51064 0.803 1.211 -0.072 -0.811
O 1.51501 -2.35279 2.12960 0.340 3.667 -0.649 -0.683
O 0.27203 -0.91485 3.62328 2.335 1.998 -3.126 -0.674
C 5.97678 0.14127 -0.12316 -1.572 -3.966 -0.224 -0.919
H 9.28110 -1.19350 -0.41685 -0.936 1.273 -0.414 0.342
H 8.58916 -0.32255 -1.92861 0.136 -0.274 1.817 0.270
H 8.67244 0.62801 -0.36317 -0.016 -1.601 -0.299 0.300
H 7.50046 -3.27131 -0.77764 -0.951 1.501 0.287 0.324
H 4.91686 -3.98619 -0.33514 0.570 1.933 -0.033 0.373
H 3.09763 -2.17543 0.15084 1.566 0.636 -0.112 0.215
H 3.77596 1.75293 -0.20496 -0.484 -1.349 1.075 0.271
H 3.57285 1.30239 1.54422 -0.467 -0.956 -1.565 0.271
H 2.51081 2.96662 -1.32967 -0.548 -0.364 -0.069 0.377
H -0.48735 2.99487 -2.11394 2.034 0.103 -0.237 0.409
H 0.92398 3.23863 -3.37378 -0.510 0.232 1.586 0.249
H 2.40349 5.32447 -0.85998 -0.155 0.202 -0.637 0.242
H 2.58134 5.12272 -2.50993 -0.443 0.378 0.323 0.282
H -0.18268 6.69152 -2.57420 0.111 -1.041 -0.168 0.334
H -1.12079 5.31350 -2.86261 0.472 0.467 -0.082 0.287
H 0.54796 5.30911 0.25926 -0.405 -0.304 -0.510 0.229
H -0.73291 5.92759 -0.54921 0.578 -0.753 -0.258 0.258
H -0.07697 0.56737 -1.82956 -1.104 -0.368 0.553 0.558
H 0.79924 -2.42432 -0.29595 -0.782 1.212 -0.738 0.333
H 1.22711 -1.16197 -1.54612 -1.296 -0.293 1.469 0.527
H -0.23991 -2.33753 -2.82685 -0.885 0.471 1.632 0.439
H -1.25006 -3.05583 -1.48779 0.793 1.812 -0.309 0.262
H -1.70119 -0.06316 1.84085 0.768 -0.852 -1.595 -0.215
H -2.34352 -0.37580 0.16557 1.385 -0.787 0.974 0.552
H -1.33605 -3.01181 0.63469 -0.149 1.263 0.758 0.148
H -1.30849 -2.46745 2.38312 -0.313 0.751 -1.563 0.466
H -3.50586 -3.40378 2.03348 0.124 1.701 -0.962 0.461
H -3.70582 -1.52131 2.04897 0.240 -1.333 -0.734 0.272
H -6.05781 -0.34904 2.29232 -1.331 0.293 -1.249 0.217
H -7.78439 -0.66450 1.57190 1.635 0.641 -0.258 0.337
H -8.34668 1.60824 1.81970 1.590 -0.412 -0.353 0.269
H -6.74180 1.94239 2.63649 -0.490 -0.946 -1.594 0.284
H -8.60131 1.89347 -0.34681 1.625 -0.471 -0.471 0.245
H -7.28920 2.47475 -1.48800 0.107 -1.079 1.457 0.274
H -6.60184 0.26857 -1.94545 -0.335 -0.394 1.889 0.293
H -8.04624 -0.31967 -0.97780 1.468 0.416 0.392 0.372
H 1.58813 2.48621 1.69901 -0.988 -1.810 -0.163 0.206
H 0.97844 1.46695 3.05643 -0.399 0.351 -1.759 0.458
H -1.35361 2.01037 1.06540 1.248 0.297 0.860 0.305
H -0.45818 3.51373 1.60487 -0.234 -1.933 0.218 0.075
H -0.91586 3.19360 3.89491 -0.820 -1.436 -0.478 0.350
H -1.40106 1.34479 3.75539 -0.294 1.456 -0.650 0.268
H 3.05450 -1.21282 4.41645 -0.818 0.806 -1.748 0.368
H 3.85676 -0.58793 2.84598 -1.374 -0.096 0.719 0.264
H 2.85588 0.55883 3.90535 0.029 -1.442 -0.526 0.327
H 6.23814 1.25050 -0.07644 -0.176 -1.789 -0.095 0.221
N 1.58799 -6.01011 -3.45875 0.374 0.511 0.501 -0.396
S 0.35418 -6.24970 -2.51114 -3.373 -1.776 1.204 0.982
O -0.28913 -5.07646 -1.96037 1.009 -0.178 -0.316 -0.473
O 0.37809 -7.42040 -1.66729 0.783 1.091 -0.561 -0.598
F -0.72546 -6.69669 -3.60074 0.734 0.300 -0.384 -0.287
S 2.83696 -5.47223 -2.66945 3.136 0.509 0.320 1.014
O 3.87207 -4.93433 -3.52572 -1.358 -0.731 -0.002 -0.656
O 3.32234 -6.25160 -1.55366 -0.935 0.282 -0.744 -0.559
F 2.29838 -4.14305 -1.95914 -0.327 0.275 0.144 -0.061
```
Forces are in eV/Å.



(3)
ORCA calculation (ωB97M-V/def2-TZVPD) on a structure of composition C27H46O2Pt at a distorted geometry.

Results
charge	+2

Geometry as XYZ:
```
76
Properties=species:S:1:pos:R:3:forces:R:3:mulliken_charge:R:1
C 1.21895 4.78051 -2.57368 0.015 0.820 0.640 -0.738
C 0.36774 5.28695 -1.25391 0.122 -0.158 1.006 -0.635
C -0.32720 4.02203 -0.40862 0.622 0.464 -0.659 -0.344
C -1.53517 3.32476 -1.27025 0.424 -0.126 0.528 -0.098
C -2.93323 3.09051 -0.43952 -0.320 -0.921 -0.866 -0.904
C -2.71706 2.67979 1.13283 0.179 1.380 -0.155 0.218
C -4.04205 2.07158 1.88262 0.823 0.065 0.891 -0.482
C -4.03466 2.72867 3.42060 -1.225 -0.501 -0.108 -0.850
C -2.98720 1.98305 4.43842 -0.736 0.957 0.406 -0.351
C -1.45997 2.57909 4.42492 0.863 -0.712 0.268 -0.181
C -0.34757 1.46612 4.99166 0.171 0.895 -0.236 -0.707
C 0.27928 0.54937 3.74297 1.188 -0.631 -0.749 -0.106
C -0.34052 -0.97818 3.69358 -3.300 2.323 1.304 -0.137
C -1.70548 -1.08295 2.73741 0.388 0.410 -0.103 0.626
C -1.43926 -1.92156 1.33520 -0.028 1.002 0.932 -0.952
C -0.43612 -0.99204 0.41196 -0.073 0.025 -0.416 0.776
C -0.56204 -1.31414 -1.20282 -0.472 0.397 0.084 -0.727
C 0.82259 -0.97729 -2.04803 -0.468 -0.538 0.085 -0.564
C 2.06218 -1.99344 -1.70407 -0.730 -0.124 1.200 -0.639
C 3.10978 -2.20604 -2.99069 -0.745 -0.027 0.341 -0.317
C 2.94192 -3.75025 -3.49819 1.262 -0.237 -0.084 0.125
C 4.11002 -4.66865 -3.54635 -0.690 -0.185 0.068 0.390
C 5.66213 -4.31727 -3.17657 -0.001 -0.409 -0.662 -1.073
C 3.81726 -6.24263 -4.03221 1.970 -4.668 1.560 0.351
O 4.45984 -7.28946 -3.47805 -3.970 7.172 -3.504 -0.452
C 2.65984 -6.50507 -5.20785 -2.174 3.569 1.365 -0.303
C 1.48345 -5.54856 -5.14102 3.853 -1.879 0.478 -0.377
C 1.48141 -4.35260 -3.97728 -4.813 0.575 0.479 0.493
O 0.28521 -3.94275 -3.54956 7.650 -2.025 -2.300 -0.440
H 0.60930 5.00710 -3.54784 1.236 -0.806 1.839 0.251
H 2.21738 5.39737 -2.63072 -1.970 -1.240 0.027 0.299
H 1.50332 3.65373 -2.43522 -0.651 2.086 -0.515 0.124
H 1.07294 5.82578 -0.46090 -1.333 -1.131 -1.867 0.324
H -0.46228 6.09040 -1.53088 1.693 -1.854 0.483 0.329
H 0.50209 3.18906 -0.20035 -1.636 1.907 -0.344 0.133
H -0.64598 4.47776 0.62095 0.323 -1.005 -1.922 0.169
H -1.14718 2.25068 -1.59261 -0.850 2.294 0.347 -0.128
H -1.74370 4.01768 -2.20811 0.323 -1.706 1.854 0.422
H -3.48269 2.17809 -0.97138 1.015 1.947 1.102 0.283
H -3.61457 4.02612 -0.61831 1.229 -1.763 0.813 0.307
H -2.44809 3.69196 1.70576 -0.464 -2.178 -1.252 0.221
H -1.74447 2.00587 1.23974 -2.111 1.137 -0.220 -0.132
H -5.06215 2.29527 1.35474 2.131 -0.201 0.871 0.398
H -3.95667 0.89831 1.99219 -0.242 2.289 -0.288 0.249
H -3.91068 3.90578 3.38418 -0.031 -2.500 0.050 0.341
H -5.14367 2.54724 3.82316 2.388 0.332 -0.653 0.355
H -3.07305 0.83057 4.24210 0.478 2.177 0.356 0.055
H -3.41442 2.15681 5.53850 0.997 -0.411 -2.273 0.405
H -1.32050 3.53953 5.12007 -0.591 -2.108 -1.462 0.403
H -1.06046 2.89777 3.36715 -1.094 -0.555 1.894 -0.073
H -0.81338 0.77538 5.81709 1.014 1.444 -1.494 0.325
H 0.54490 2.13597 5.41540 -1.863 -1.885 -0.746 0.312
H 1.46131 0.42218 3.84787 -2.483 0.563 0.044 0.383
H 0.10380 1.10703 2.70787 0.310 -1.368 2.147 -0.013
H 0.41930 -1.76629 3.21872 0.594 -0.549 -0.025 -0.515
H -0.62341 -1.25381 4.80732 0.873 0.104 -2.326 0.465
H -2.60450 -1.50890 3.35597 1.842 0.580 -1.175 0.384
H -1.95790 0.04858 2.45758 0.537 -2.529 0.528 -0.735
H -2.48162 -2.14020 0.83976 2.186 0.461 0.789 0.399
H -0.96547 -2.95281 1.65547 -0.684 1.598 -0.784 0.154
H -0.72315 0.13362 0.62452 0.597 -2.254 -0.576 -0.513
H 0.69196 -1.10786 0.72351 -2.148 0.066 -0.354 0.062
H -1.41569 -0.60931 -1.64892 1.827 -1.607 0.955 0.295
H -0.92484 -2.42603 -1.33496 0.957 2.151 0.064 0.366
H 1.12258 0.13630 -1.77038 -0.473 -2.303 -0.894 0.177
H 0.57376 -1.10190 -3.20035 0.419 0.523 2.467 0.392
H 2.63958 -1.54241 -0.77517 -0.772 -0.970 -2.049 0.389
H 1.67280 -3.05978 -1.33762 0.646 2.368 -0.938 0.319
H 2.80581 -1.39143 -3.79358 0.559 -1.999 1.394 0.428
H 4.16297 -1.91150 -2.58308 -1.818 -1.111 -1.170 0.117
H 6.12911 -5.05528 -2.37323 -1.323 1.354 -1.715 0.337
H 6.29519 -4.50187 -4.17137 -1.423 0.259 2.005 0.326
H 5.87833 -3.21722 -2.85398 -0.837 -2.121 -0.599 0.317
H 2.75633 -7.35540 -6.02008 -0.145 1.786 2.092 0.356
H 0.60911 -5.66078 -5.91126 1.656 0.484 1.881 0.365
Pt 1.07459 -3.55865 3.39715 -0.674 1.333 -0.154 0.773
```
Forces are in eV/Å.



| no. | HOMO-LUMO gap (Ha) |
| --- | --- |
| 1 | 0.132 |
| 2 | 0.262 |
| 3 | 0.064 |